Entry 1:
{
  "formula": "C27H31Cl2N2O8S4Si2W",
  "method": "wB97M-V/def2-TZVPD",
  "elements": ["W", "S", "C", "N", "C", "C", "C", "C", "C", "C", "S", "H", "H", "H", "H", "C", "Si", "C", "C", "C", "C", "C", "C", "C", "C", "N", "Si", "C", "C", "C", "H", "H", "H", "H", "H", "H", "H", "H", "H", "H", "H", "H", "H", "H", "H", "H", "H", "H", "H", "H", "H", "H", "O", "S", "O", "O", "C", "C", "C", "C", "C", "C", "S", "O", "O", "O", "H", "H", "H", "H", "Cl", "C", "Cl", "C", "O", "O", "H"],
  "positions_angstrom": [[0.483, -0.447, 0.658], [1.054, -1.994, 2.657], [2.699, -1.886, 2.197], [2.953, -1.220, 1.119], [4.284, -1.304, 0.760], [4.855, -0.760, -0.389], [6.208, -0.946, -0.602], [6.992, -1.662, 0.307], [6.432, -2.218, 1.444], [5.071, -2.038, 1.659], [4.072, -2.644, 2.954], [4.224, -0.228, -1.087], [6.668, -0.538, -1.494], [8.049, -1.797, 0.115], [7.035, -2.786, 2.140], [-1.688, -0.371, 3.997], [-1.878, 1.051, 2.783], [-0.756, 2.456, 3.326], [-3.661, 1.601, 3.100], [-1.686, 0.453, 0.957], [-2.272, -0.904, 0.927], [-3.581, -1.397, 0.927], [-3.776, -2.761, 0.984], [-2.692, -3.636, 1.047], [-1.427, -3.099, 1.043], [-1.254, -1.776, 0.989], [-2.533, 1.787, -0.148], [-4.413, 1.473, -0.199], [-2.332, 3.541, 0.528], [-2.210, 1.958, -1.980], [-2.001, -0.002, 4.980], [-0.660, -0.720, 4.090], [-2.329, -1.222, 3.751], [-1.334, 3.192, 3.893], [-0.260, 2.957, 2.495], [0.024, 2.052, 3.970], [-3.727, 1.876, 4.157], [-4.368, 0.785, 2.935], [-3.980, 2.461, 2.511], [-4.418, -0.722, 0.889], [-4.785, -3.156, 0.982], [-2.827, -4.706, 1.093], [-0.532, -3.702, 1.104], [-4.913, 1.333, 0.758], [-4.647, 0.628, -0.852], [-4.847, 2.361, -0.667], [-2.044, 3.626, 1.573], [-3.275, 4.082, 0.403], [-1.563, 4.045, -0.058], [-2.323, 1.034, -2.545], [-2.967, 2.666, -2.336], [-1.233, 2.393, -2.171], [-1.108, -0.881, -3.511], [0.034, -0.487, -2.726], [1.241, -1.248, -2.854], [-0.424, -0.270, -1.301], [0.519, 1.125, -3.340], [0.201, 1.378, -4.666], [0.658, 2.529, -5.292], [1.441, 3.436, -4.597], [1.753, 3.189, -3.268], [1.291, 2.044, -2.633], [1.662, 2.068, -0.858], [0.412, 2.569, -0.247], [1.833, 0.544, -0.528], [0.816, 0.658, 1.893], [-0.412, 0.658, -5.191], [0.401, 2.713, -6.328], [1.805, 4.333, -5.083], [2.353, 3.894, -2.703], [-0.312, -4.091, -2.360], [1.298, -4.291, -1.648], [2.598, -3.989, -2.822], [1.516, -3.438, -0.379], [2.162, -3.992, 0.495], [0.957, -2.289, -0.370], [1.394, -5.330, -1.358]],
  "forces_ev_per_a": [[-0.306, -0.471, 0.010], [0.091, -0.111, 0.086], [-0.044, 0.102, -0.162], [0.038, 0.045, 0.155], [-0.055, 0.034, 0.022], [0.007, -0.019, 0.032], [-0.013, 0.008, -0.010], [0.028, -0.002, -0.007], [-0.025, -0.003, 0.011], [0.016, -0.022, 0.013], [0.008, 0.011, -0.018], [0.009, 0.004, -0.008], [0.000, -0.001, 0.000], [-0.003, 0.003, -0.002], [0.001, 0.000, -0.001], [0.059, 0.004, 0.020], [0.037, -0.029, -0.078], [0.008, 0.005, 0.025], [-0.012, -0.011, 0.008], [0.111, 0.004, -0.067], [0.174, -0.050, 0.015], [-0.029, 0.070, 0.018], [0.004, -0.025, -0.004], [-0.012, 0.018, 0.010], [-0.033, -0.015, -0.006], [0.001, 0.167, -0.107], [-0.034, 0.047, -0.058], [0.017, -0.019, 0.018], [0.003, -0.008, 0.041], [-0.029, 0.051, 0.051], [-0.009, 0.006, -0.003], [-0.046, 0.015, -0.011], [0.013, -0.015, -0.014], [0.014, -0.001, -0.019], [0.002, -0.052, -0.020], [0.021, 0.007, 0.025], [0.007, 0.001, -0.002], [-0.014, 0.008, -0.007], [0.007, 0.005, 0.004], [0.000, 0.000, -0.005], [0.000, 0.002, 0.001], [0.001, 0.000, -0.006], [0.007, 0.005, -0.007], [-0.013, -0.005, 0.007], [0.000, -0.012, 0.013], [0.012, 0.007, 0.000], [-0.060, -0.003, -0.038], [-0.008, -0.024, -0.042], [0.010, -0.007, 0.020], [-0.001, 0.003, 0.019], [0.002, 0.015, -0.001], [-0.084, -0.019, 0.006], [0.079, -0.007, -0.011], [0.023, 0.013, -0.016], [-0.047, -0.016, -0.086], [-0.089, -0.016, 0.115], [0.073, -0.041, 0.058], [0.043, 0.039, -0.008], [-0.020, -0.001, -0.017], [0.006, -0.015, 0.027], [-0.038, -0.024, -0.042], [-0.021, -0.061, 0.007], [0.121, -0.064, 0.035], [0.056, 0.036, -0.007], [-0.153, 0.157, -0.004], [0.100, 0.053, -0.061], [0.004, 0.015, -0.012], [0.002, 0.001, 0.002], [0.002, 0.002, 0.004], [0.000, 0.007, -0.001], [0.018, 0.004, -0.005], [-0.010, 0.014, -0.035], [-0.003, -0.030, -0.001], [-0.054, -0.019, 0.072], [0.053, 0.024, -0.025], [-0.015, 0.205, 0.074], [-0.009, -0.004, 0.010]],
  "lowdin_charge": [1.738, 0.747, -1.051, -0.053, -0.279, 0.002, -0.091, -0.110, -0.103, -0.461, 1.040, 0.107, 0.097, 0.093, 0.100, -0.182, 0.481, -0.187, -0.184, -0.369, -0.377, -0.013, -0.043, -0.046, -0.126, -0.089, 0.526, -0.192, -0.177, -0.165, 0.035, -0.034, 0.033, 0.035, 0.021, 0.031, 0.032, 0.025, 0.017, 0.083, 0.109, 0.105, 0.095, 0.003, 0.033, 0.030, -0.005, 0.033, 0.026, 0.028, 0.044, 0.015, -0.310, 0.490, -0.321, -0.487, -0.251, -0.052, -0.072, -0.082, -0.098, -0.316, 0.896, -0.488, -0.630, -0.463, 0.114, 0.101, 0.099, 0.101, 0.633, -0.983, 0.611, -0.740, 0.024, -0.257, 0.051],
  "total_charge": -1,
  "e_tot_ha": -4918.384981,
  "homo_lumo_gap_ev": 7.336,
  "mol_weight_g_mol": 950.737,
  "fmax_ev_per_a": 0.6,
  "relative_energy_kj_mol": 52.0
}



Entry 2:
{
  "formula": "C27H31N3O10S",
  "method": "wB97M-V/def2-TZVPD",
  "elements": ["C", "C", "C", "C", "O", "C", "C", "C", "C", "O", "S", "O", "O", "C", "H", "H", "H", "H", "H", "H", "H", "H", "H", "H", "H", "H", "H", "H", "H", "H", "C", "C", "C", "C", "C", "C", "N", "O", "O", "H", "H", "H", "H", "H", "C", "C", "C", "C", "C", "C", "N", "O", "O", "H", "H", "H", "H", "H", "C", "C", "C", "C", "C", "C", "N", "O", "O", "H", "H", "H", "H", "H"],
  "positions_angstrom": [[0.733, 0.437, 2.779], [0.216, 1.017, 1.705], [-1.000, 0.531, 0.968], [-2.320, 1.265, 1.281], [-2.190, 2.660, 1.072], [-1.740, 3.480, 2.148], [-2.896, 4.140, 2.908], [-3.366, 0.776, 0.239], [-4.575, 0.101, 0.840], [-4.209, -1.085, 1.582], [-3.350, -0.796, 2.895], [-2.225, -1.674, 2.904], [-4.238, -0.822, 4.016], [-2.847, 0.899, 2.682], [1.759, 0.622, 3.072], [0.158, -0.272, 3.366], [0.717, 1.891, 1.296], [-0.835, 0.701, -0.101], [-1.137, -0.543, 1.094], [-1.149, 4.271, 1.681], [-1.052, 2.957, 2.814], [-3.170, 3.584, 3.807], [-2.635, 5.153, 3.210], [-3.760, 4.168, 2.243], [-3.725, 1.641, -0.323], [-2.883, 0.119, -0.486], [-5.186, 0.759, 1.462], [-5.226, -0.247, 0.039], [-3.713, 1.500, 2.952], [-2.061, 1.045, 3.427], [-1.004, -5.342, -2.461], [-1.887, -4.329, -2.818], [-1.479, -3.007, -2.776], [-0.183, -2.731, -2.378], [0.710, -3.722, -2.014], [0.289, -5.040, -2.057], [0.270, -1.334, -2.341], [-0.537, -0.465, -2.628], [1.417, -1.112, -2.020], [-1.328, -6.374, -2.497], [-2.895, -4.570, -3.128], [-2.153, -2.209, -3.048], [1.710, -3.470, -1.704], [0.974, -5.824, -1.770], [6.479, -2.637, 2.104], [5.292, -2.667, 2.825], [4.164, -3.260, 2.282], [4.254, -3.817, 1.020], [5.422, -3.795, 0.282], [6.543, -3.197, 0.835], [3.062, -4.461, 0.447], [2.041, -4.448, 1.099], [3.162, -4.965, -0.659], [7.358, -2.176, 2.534], [5.245, -2.229, 3.812], [3.234, -3.290, 2.829], [5.457, -4.235, -0.703], [7.467, -3.169, 0.274], [-0.148, 3.169, -4.539], [-0.204, 2.653, -3.252], [0.160, 3.446, -2.174], [0.571, 4.744, -2.408], [0.641, 5.275, -3.684], [0.278, 4.474, -4.755], [0.935, 5.592, -1.260], [0.879, 5.096, -0.151], [1.265, 6.738, -1.485], [-0.436, 2.550, -5.380], [-0.530, 1.641, -3.060], [0.118, 3.059, -1.167], [0.970, 6.291, -3.836], [0.325, 4.872, -5.759]],
  "forces_ev_per_a": [[-0.012, -0.157, 0.073], [0.049, -0.007, -0.025], [-0.141, 0.680, 0.020], [-0.406, -0.949, -0.547], [-0.105, -0.101, 0.332], [0.224, 0.672, 0.018], [0.050, -0.429, -0.010], [0.048, 0.424, -0.011], [-0.364, -0.134, -0.514], [0.463, 0.211, 0.033], [-0.356, -0.023, 0.609], [0.026, -0.025, -0.303], [-0.038, 0.075, -0.055], [0.472, 0.361, -0.084], [-0.196, 0.470, 0.410], [0.232, -0.474, -0.320], [0.216, -0.261, -0.310], [0.106, -0.011, 0.024], [0.007, 0.017, 0.162], [0.003, -0.118, -0.121], [-0.106, -0.141, -0.018], [-0.056, 0.025, -0.024], [-0.015, 0.012, -0.018], [-0.022, 0.180, 0.057], [0.093, 0.058, 0.071], [-0.116, -0.144, 0.073], [0.140, 0.016, 0.109], [0.015, -0.170, 0.101], [0.024, 0.011, 0.022], [-0.121, -0.073, 0.116], [0.006, 0.033, -0.001], [0.061, -0.048, 0.025], [-0.133, 0.012, -0.040], [-0.009, -0.063, -0.021], [-0.018, -0.023, -0.007], [-0.109, -0.031, -0.057], [0.019, 0.067, 0.098], [-0.119, -0.167, 0.024], [0.021, 0.007, 0.003], [-0.006, -0.002, 0.007], [-0.007, 0.005, 0.004], [0.061, 0.055, 0.006], [0.013, 0.049, -0.040], [0.026, 0.021, 0.035], [-0.017, -0.008, -0.008], [0.057, -0.003, -0.051], [-0.044, 0.048, 0.131], [0.075, 0.021, 0.038], [0.103, -0.017, -0.098], [-0.018, 0.025, 0.069], [-0.083, 0.001, -0.025], [-0.017, -0.013, 0.018], [0.174, -0.035, 0.051], [0.001, 0.009, -0.002], [-0.010, 0.003, 0.004], [-0.037, -0.042, -0.062], [-0.079, -0.027, 0.007], [0.000, -0.002, -0.010], [0.018, 0.027, 0.028], [-0.068, 0.073, 0.055], [-0.040, -0.118, 0.079], [-0.017, -0.042, -0.046], [0.009, 0.085, -0.127], [-0.018, -0.068, 0.043], [0.007, 0.011, -0.024], [-0.004, -0.006, 0.040], [0.010, 0.006, 0.007], [0.007, -0.002, -0.004], [0.072, 0.075, -0.130], [-0.007, 0.069, 0.031], [0.005, 0.013, 0.080], [0.006, 0.009, -0.001]],
  "lowdin_charge": [0.020, -0.165, -0.123, -0.469, -0.093, -0.243, -0.061, -0.076, -0.185, -0.210, 0.626, -0.261, -0.263, -0.142, 0.056, 0.059, 0.105, 0.107, 0.117, 0.113, 0.108, 0.066, 0.075, 0.083, 0.138, 0.121, 0.131, 0.132, 0.109, 0.120, -0.061, -0.066, -0.007, -0.142, -0.002, -0.053, -0.334, 0.036, 0.093, 0.108, 0.107, 0.115, 0.097, 0.102, -0.069, -0.062, 0.001, -0.144, -0.001, -0.064, -0.337, 0.095, 0.053, 0.108, 0.109, 0.121, 0.119, 0.108, -0.064, -0.051, 0.009, -0.146, -0.008, -0.069, -0.350, 0.064, 0.078, 0.107, 0.073, 0.108, 0.117, 0.106],
  "smiles": "C=CC[C@@]1(OCC)CCOS(=O)(=O)C1.O=[N+]([O-])c1ccccc1.O=[N+]([O-])c1ccccc1.O=[N+]([O-])c1ccccc1",
  "e_tot_ha": -2361.980035,
  "homo_lumo_gap_ev": 8.671,
  "mol_weight_g_mol": 589.623,
  "fmax_ev_per_a": 1.2
}